Entry 1:
C31H26F24O6S | the ωB97M-V functional and the def2-TZVPD basis

```
! wB97M-V def2-TZVPD RIJCOSX def2/J DEFGRID3
* xyz 1 2
C -1.940 -1.390 -5.850
C -1.873 -1.346 -4.326
C -2.911 -0.462 -3.613
F -2.839 -0.256 -2.288
F -2.904 0.827 -4.070
F -1.747 -2.590 -3.771
F -0.656 -0.843 -4.257
O -1.805 -0.109 -6.507
C -0.839 -0.034 -7.525
C -0.941 1.300 -8.333
F 0.074 1.359 -9.200
F -2.063 1.571 -8.995
F 0.283 -0.113 -6.863
F -1.060 -1.038 -8.369
H -2.754 -1.973 -6.280
H -1.084 -2.003 -6.132
H -3.892 -0.920 -3.734
H -0.732 2.100 -7.622
C -4.311 1.245 3.203
C -4.395 1.994 1.835
C -3.021 1.877 1.093
F -2.109 2.595 1.647
F -2.600 0.646 0.813
F -5.316 1.580 0.995
F -4.562 3.302 1.910
O -3.353 1.941 4.055
C -3.470 1.833 5.411
C -2.372 2.615 6.117
F -2.315 2.640 7.422
F -1.206 2.122 5.794
F -4.765 2.292 5.708
F -3.469 0.553 5.701
H -4.082 0.184 3.097
H -5.318 1.272 3.619
H -2.999 2.184 0.048
H -2.411 3.687 5.921
C -0.090 -1.287 0.228
C 0.309 -2.674 -0.188
C -0.468 -3.728 0.538
F -0.399 -3.770 1.873
F -1.762 -3.743 0.278
F 0.158 -2.761 -1.477
F 1.653 -2.839 -0.031
O 0.098 -1.023 1.595
C 1.283 -0.252 1.927
C 1.399 -0.347 3.485
F 1.451 -1.599 3.985
F 2.464 0.380 3.899
F 2.374 -0.770 1.456
F 1.120 1.058 1.519
H -1.131 -1.218 -0.089
H 0.431 -0.583 -0.420
H -0.028 -4.689 0.272
H 0.454 0.050 3.856
C -5.111 -3.222 4.845
S -4.341 -3.261 3.139
O -4.804 -2.031 2.446
C -2.614 -2.826 3.640
H -4.771 -2.362 5.423
H -4.902 -4.175 5.330
H -6.201 -3.232 4.853
H -2.126 -3.755 3.934
H -2.309 -2.112 4.405
H -2.086 -2.471 2.755
C 2.287 -0.297 -2.723
C 1.670 0.895 -2.297
C 2.262 1.643 -1.264
C 3.566 1.303 -0.857
C 4.261 0.212 -1.460
C 3.528 -0.649 -2.324
C 5.698 -0.087 -1.122
O 6.302 -1.096 -1.554
C 6.467 0.986 -0.368
C 7.815 0.863 -0.225
C 8.600 1.914 0.251
C 7.961 3.092 0.607
C 6.571 3.155 0.661
C 5.801 2.084 0.159
C 4.288 2.193 0.070
O 3.665 3.188 0.626
H 1.621 -0.957 -3.259
H 0.758 1.188 -2.797
H 1.815 2.606 -1.065
H 4.082 -1.544 -2.567
H 8.269 0.061 -0.789
H 9.678 1.848 0.236
H 8.585 3.890 0.982
H 6.151 4.108 0.948
*
```

Computed properties:
E_tot   -4442.8259 Ha
Orbital gap (alpha / beta)   7.135 / 2.252 eV
⟨S²⟩   0.757

Mulliken population analysis, charges in e, atoms 1 to 5:
1 C -1.2306
2 C 1.1657
3 C 0.0234
4 F -0.1635
5 F -0.2607

***

Entry 2:
C31H26N10O2S2Sc | the ωB97M-V functional and the def2-TZVPD basis

```
! wB97M-V def2-TZVPD RIJCOSX def2/J DEFGRID3
* xyz -1 1
Sc 0.379 -0.224 0.337
O -1.941 3.501 0.211
C -1.394 2.413 0.019
N -0.845 1.564 0.900
C -0.789 1.972 2.253
C -1.728 2.796 2.871
C -1.617 3.125 4.215
C -0.549 2.646 4.955
C 0.386 1.805 4.367
C 0.261 1.428 3.026
N 0.983 0.399 2.406
C 1.964 -0.246 3.050
O 2.593 0.065 4.063
C 2.206 -1.627 2.478
C 3.085 -2.492 3.116
C 3.149 -3.808 2.702
C 2.320 -4.225 1.668
C 1.503 -3.290 1.062
N 1.457 -2.015 1.445
C -1.293 1.954 -1.417
C -1.973 2.685 -2.384
C -1.876 2.298 -3.705
C -1.069 1.213 -4.012
C -0.408 0.561 -2.987
N -0.533 0.897 -1.702
H -2.546 3.187 2.288
H -2.357 3.772 4.671
H -0.436 2.922 5.997
H 1.213 1.419 4.941
H 3.671 -2.096 3.933
H 3.821 -4.508 3.183
H 2.312 -5.250 1.325
H 0.868 -3.558 0.228
H -2.547 3.537 -2.051
H -2.406 2.835 -4.482
H -0.939 0.871 -5.030
H 0.268 -0.253 -3.203
C -3.682 -2.053 -1.037
C -2.466 -1.660 -0.256
N -1.262 -1.776 -0.691
N -1.117 -2.403 -1.896
C 0.127 -2.471 -2.317
N 0.290 -3.221 -3.455
S 1.516 -1.706 -1.672
C -2.623 -1.186 1.137
C -3.868 -0.910 1.685
C -3.953 -0.601 3.035
C -2.804 -0.611 3.799
C -1.595 -0.859 3.159
N -1.497 -1.111 1.861
H -3.390 -2.672 -1.878
H -4.175 -1.156 -1.425
H -4.399 -2.587 -0.413
H -0.553 -3.437 -3.964
H 1.125 -3.046 -3.985
H -4.754 -0.931 1.067
H -4.911 -0.364 3.480
H -2.816 -0.388 4.856
H -0.666 -0.840 3.712
C 2.201 2.688 -4.765
C 2.951 1.825 -3.790
C 4.061 1.081 -4.168
C 4.665 0.342 -3.164
N 4.232 0.317 -1.916
C 3.134 1.045 -1.639
S 2.561 1.067 0.011
N 2.494 1.809 -2.543
H 2.789 2.883 -5.662
H 1.929 3.628 -4.288
H 1.273 2.196 -5.058
H 4.442 1.093 -5.180
H 5.548 -0.257 -3.375
*
```

Computed properties:
E_tot   -3452.4152 Ha
Energy above the lowest of the compared OMol25 structures with the same formula, charge and spin   5.0 kcal/mol
Orbital gap   6.656 eV

Mulliken population analysis, charges in e, atoms 1 to 5:
1 Sc -0.8979
2 O -0.8202
3 C 0.0693
4 N 0.7908
5 C 0.3188

***

Entry 3:
C31H27As2Cl3N4O7SV | the ωB97M-V functional and the def2-TZVPD basis

```
! wB97M-V def2-TZVPD RIJCOSX def2/J DEFGRID3
* xyz 0 4
V 1.648 -18.287 0.394
O -2.262 -24.345 0.471
N -1.394 -24.290 1.317
O -1.005 -25.203 2.038
C -0.858 -22.841 1.535
C -0.918 -22.354 2.750
C -0.467 -21.007 3.002
C -0.579 -20.393 4.238
C -0.097 -19.127 4.480
C 0.491 -18.463 3.361
N 0.500 -18.952 2.127
C -0.004 -20.219 1.937
C -0.066 -20.794 0.574
N 0.277 -19.933 -0.409
C 0.031 -20.269 -1.663
C -0.411 -21.593 -2.020
C -0.520 -22.523 -1.012
C -0.540 -22.086 0.344
H -1.157 -22.952 3.620
H -0.938 -20.912 5.110
H -0.149 -18.638 5.442
H 0.966 -17.542 3.508
H 0.390 -19.666 -2.496
H -0.367 -21.814 -3.057
H -0.640 -23.585 -1.277
C 4.807 -15.636 0.998
As 2.942 -16.041 1.351
C 2.230 -14.489 0.477
C 2.695 -15.537 3.216
C 3.710 -15.866 4.103
C 3.626 -15.554 5.458
C 2.568 -14.825 5.945
C 1.488 -14.534 5.083
C 1.506 -14.933 3.698
As -0.185 -14.983 2.670
C -1.442 -15.409 4.070
C -0.450 -13.015 2.497
H 5.024 -14.591 1.249
H 5.045 -15.762 -0.064
H 5.405 -16.250 1.587
H 2.810 -14.441 -0.403
H 2.437 -13.624 1.051
H 1.225 -14.619 0.269
H 4.567 -16.482 3.788
H 4.374 -15.961 6.057
H 2.475 -14.619 6.987
H 0.578 -14.120 5.489
H -1.453 -14.689 4.908
H -1.252 -16.409 4.530
H -2.473 -15.347 3.722
H -0.331 -12.517 3.480
H -1.407 -12.813 2.097
H 0.287 -12.637 1.762
O 2.718 -21.522 -0.530
C 3.261 -21.063 0.473
N 3.159 -19.775 1.020
S 4.204 -19.483 2.274
O 3.455 -19.204 3.421
O 5.210 -18.483 1.969
C 4.832 -21.120 2.221
C 5.821 -21.558 3.095
C 6.165 -22.864 2.867
C 5.654 -23.664 1.853
C 4.730 -23.194 0.987
C 4.293 -21.894 1.195
H 6.318 -20.916 3.846
H 6.979 -23.317 3.445
H 6.086 -24.656 1.736
H 4.327 -23.714 0.057
Cl 0.923 -14.792 -3.159
C 0.808 -16.601 -3.143
Cl 1.837 -17.216 -4.356
Cl -0.894 -17.046 -3.343
C 1.260 -17.121 -1.715
O 2.228 -17.877 -1.701
O 0.584 -16.754 -0.727
*
```

Computed properties:
E_tot   -9137.5108 Ha
Energy above the lowest of the compared OMol25 structures with the same formula, charge and spin   20.5 kcal/mol
Orbital gap (alpha / beta)   6.796 / 7.933 eV
⟨S²⟩   3.758

Mulliken population analysis, charges in e, atoms 1 to 5:
1 V 0.8487
2 O -0.5243
3 N 0.9219
4 O -0.5704
5 C 0.5795

***

Entry 4:
C31H27BrGeNO2ReS | the ωB97M-V functional and the def2-TZVPD basis

```
! wB97M-V def2-TZVPD RIJCOSX def2/J DEFGRID3
* xyz 4 1
Re 0.164 -0.477 0.327
O 0.994 -6.254 2.015
C 0.973 -4.981 1.724
C 1.621 -3.978 2.474
C 1.512 -2.670 2.086
N 0.801 -2.309 0.991
C 0.223 -3.294 0.280
Br -0.645 -2.470 -1.198
C 0.250 -4.619 0.564
H 1.482 -6.472 2.824
H 2.193 -4.228 3.358
H 1.983 -1.872 2.642
H -0.247 -5.365 -0.041
C -3.644 0.577 2.427
S -2.502 0.429 1.063
O -1.753 -0.920 1.268
C -1.156 1.532 1.538
C -1.200 2.864 1.185
C -0.136 3.689 1.573
C 0.978 3.168 2.218
C 1.036 1.815 2.524
C -0.028 0.960 2.190
H -3.122 0.393 3.365
H -4.426 -0.160 2.242
H -4.067 1.582 2.379
H -2.043 3.278 0.643
H -0.190 4.751 1.364
H 1.782 3.828 2.520
H 1.875 1.416 3.080
H -0.160 0.052 2.783
C 1.516 -0.011 -0.644
Ge 3.031 -0.039 -1.819
C 3.597 1.834 -2.811
C 4.114 1.651 -4.115
C 3.398 2.086 -5.207
C 2.155 2.702 -5.036
C 1.619 2.871 -3.768
C 2.332 2.451 -2.656
C 3.298 -1.470 -3.029
C 4.474 -2.218 -3.131
C 4.560 -3.216 -4.087
C 3.484 -3.463 -4.934
C 2.312 -2.723 -4.828
C 2.206 -1.731 -3.867
C 4.443 1.461 -1.576
C 4.263 2.164 -0.337
C 5.248 2.157 0.615
C 6.445 1.463 0.385
C 6.638 0.720 -0.777
C 5.666 0.728 -1.751
H 5.084 1.203 -4.273
H 3.811 1.970 -6.200
H 1.616 3.065 -5.902
H 0.663 3.360 -3.642
H 1.914 2.627 -1.673
H 5.314 -2.044 -2.470
H 5.464 -3.803 -4.177
H 3.561 -4.240 -5.683
H 1.488 -2.915 -5.502
H 1.292 -1.147 -3.802
H 3.364 2.742 -0.174
H 5.127 2.720 1.530
H 7.239 1.515 1.122
H 7.560 0.176 -0.932
H 5.836 0.193 -2.676
*
```

Computed properties:
E_tot   -6528.5075 Ha
Energy above the lowest of the compared OMol25 structures with the same formula, charge and spin   18.8 kcal/mol
Orbital gap   6.886 eV

Mulliken population analysis, charges in e, atoms 1 to 5:
1 Re 0.0775
2 O -0.4374
3 C 0.9462
4 C -0.6830
5 C -0.5651